[1]
37
Properties=species:S:1:pos:R:3:lowdin_charge:R:1 method="wB97M-V/def2-TZVPD" orbital_gap_ev="9.03 / 5.06" relative_energy_kcal_mol=18.1 charge=+1 s_squared=6.036 multiplicity=5 largest_force_ev_per_a=1.4
Ru -0.72 -0.71 -1.10 1.5249
O 3.02 -2.12 -1.02 0.1784
C 2.01 -1.73 -0.52 -0.4609
O 1.13 -1.00 -1.32 -0.2440
C 1.64 -1.86 0.90 -0.0566
C 2.64 -1.99 1.86 0.1012
C 2.29 -2.08 3.18 -0.1003
C 0.98 -2.06 3.62 0.1133
C 0.01 -1.95 2.65 -0.0684
C 0.31 -1.86 1.31 -0.2359
O -0.73 -1.81 0.44 -0.2335
N -1.41 -1.91 3.02 -0.3611
O -1.86 -0.83 3.36 0.1170
O -2.04 -2.94 2.93 0.1272
N 3.36 -2.19 4.20 -0.3472
O 4.50 -2.09 3.81 0.1063
O 3.02 -2.41 5.34 0.1031
H 3.68 -2.02 1.56 0.1464
H 0.74 -2.12 4.68 0.1501
Se -5.24 -2.34 -1.27 1.0061
C -3.69 -1.53 -1.25 -0.7342
N -2.64 -1.02 -1.21 -0.0880
C -2.76 4.16 -2.29 0.0089
C -1.67 3.14 -2.27 -0.2614
C -0.30 3.27 -2.44 0.0454
C 0.24 2.00 -2.34 -0.2864
N -0.75 1.10 -2.11 -0.1062
N -1.90 1.85 -2.05 0.0400
C 1.67 1.62 -2.51 -0.0140
H -2.36 5.12 -2.59 0.0932
H -3.21 4.26 -1.31 0.0965
H -3.54 3.88 -3.00 0.0939
H 0.24 4.18 -2.64 0.1329
H -2.79 1.38 -1.99 0.1436
H 2.14 2.33 -3.19 0.0961
H 1.79 0.61 -2.90 0.0750
H 2.21 1.67 -1.56 0.0985

***

[2]
39
Properties=species:S:1:pos:R:3:lowdin_charge:R:1 method="wB97M-V/def2-TZVPD" orbital_gap_ev=5.77 relative_energy_kcal_mol=26.3 charge=+1 largest_force_ev_per_a=1.4
Au 1.17 -0.56 -1.28 0.6788
C 0.69 -2.14 2.28 0.0241
C 0.81 -0.69 2.03 -0.3206
N 1.15 -0.10 0.90 0.0662
C 1.23 1.25 1.15 -0.1333
C 0.92 1.47 2.48 -0.0383
N 0.66 0.24 3.00 0.2098
C 0.72 2.70 3.32 -0.4701
O 1.14 3.84 2.83 0.1664
O 0.15 2.57 4.38 0.1441
C 1.81 2.15 0.16 -0.6969
O 2.34 3.21 0.50 -0.0298
O 1.90 1.72 -1.04 -0.3732
H 0.59 -2.68 1.35 0.0712
H -0.16 -2.35 2.92 0.0976
H 1.59 -2.49 2.79 0.1013
H 0.41 0.09 3.97 0.1918
H 1.65 3.76 1.99 0.0886
Se 3.94 3.48 -3.18 0.0847
Sb 4.20 2.09 -1.24 0.4433
Se 3.76 -0.63 -2.03 0.1505
Se 5.20 1.49 0.86 0.1116
Se 2.23 -0.67 -3.65 0.2187
N -1.01 2.09 -1.98 0.1487
C -1.61 0.91 -1.82 -0.6529
N -0.99 -0.21 -1.55 -0.0327
C -1.86 -1.27 -1.42 -0.3263
C -1.50 -2.58 -1.16 -0.0421
C -2.50 -3.54 -1.10 -0.0647
C -3.83 -3.20 -1.28 -0.0662
C -4.20 -1.89 -1.53 -0.0699
C -3.21 -0.93 -1.60 -0.4503
S -3.35 0.78 -1.94 1.1417
H 0.00 2.15 -1.98 0.0839
H -1.53 2.90 -2.27 0.1183
H -0.46 -2.84 -1.05 0.0840
H -2.23 -4.57 -0.91 0.1122
H -4.59 -3.96 -1.23 0.1132
H -5.23 -1.62 -1.69 0.1169

***

[3]
30
Properties=species:S:1:pos:R:3:lowdin_charge:R:1 method="wB97M-V/def2-TZVPD" orbital_gap_ev=4.73 relative_energy_kcal_mol=11.9 charge=+2 largest_force_ev_per_a=3.5
Cl -2.08 2.41 -1.48 0.5963
C -0.82 -1.94 -1.17 -0.1104
C 0.57 -2.24 -1.16 -0.0838
C 1.25 -1.27 -1.93 -0.0507
H 1.02 -3.13 -0.71 0.1391
C 0.30 -0.35 -2.47 -0.3495
C -1.01 -0.73 -1.93 -0.2195
H -1.96 -0.30 -2.25 0.1153
H -1.62 -2.57 -0.78 0.1380
H 2.32 -1.23 -2.12 0.1442
C 0.56 0.72 -3.46 -0.0099
Sn -0.12 0.52 -0.12 1.4433
C 2.20 1.42 0.98 0.0130
O 3.12 1.65 1.61 0.1635
C -2.08 1.83 0.31 -0.6858
O -2.83 2.29 1.10 0.0970
H 1.52 1.22 -3.28 0.1137
H -0.23 1.48 -3.45 0.0685
H 0.60 0.29 -4.48 0.1364
Br -0.85 -4.42 3.91 0.8426
C -0.69 -2.54 3.66 -0.6236
C -0.67 -1.67 4.75 -0.0413
C -0.53 -0.30 4.51 0.0034
C -0.44 0.14 3.19 -0.1364
N -0.45 -0.69 2.14 -0.0352
C -0.56 -2.02 2.36 -0.1406
H -0.77 -2.07 5.75 0.1293
H -0.50 0.42 5.31 0.1337
H -0.34 1.21 2.98 0.1147
H -0.55 -2.69 1.50 0.0947

***

[4]
39
Properties=species:S:1:pos:R:3:lowdin_charge:R:1 method="wB97M-V/def2-TZVPD" orbital_gap_ev=4.26 charge=-1 largest_force_ev_per_a=2.6
C 1.11 -0.80 -2.08 -0.1106
C 1.04 0.65 -1.84 -0.1858
C 2.36 1.34 -2.00 -0.4321
C 2.45 2.83 -2.10 -0.0271
O 3.39 0.66 -2.04 -0.0209
C -0.21 1.40 -1.94 -0.4433
C -1.55 0.69 -1.94 -0.0216
O -0.26 2.65 -2.02 -0.0626
H 0.16 -1.31 -1.90 0.0577
H 1.43 -1.02 -3.12 0.0914
H 1.89 -1.23 -1.43 0.0624
H 1.46 3.29 -2.14 0.0460
H 3.02 3.21 -1.24 0.0800
H 3.02 3.08 -3.01 0.0775
H -1.50 -0.40 -1.99 0.0540
H -2.10 1.00 -1.04 0.0674
H -2.13 1.06 -2.80 0.0856
O -1.95 2.27 1.37 -0.2705
S -0.69 1.77 1.87 0.7838
O 0.58 2.38 1.57 -0.2584
C -0.86 1.67 3.74 -0.6181
F -0.99 2.90 4.24 0.1352
F -1.94 0.93 4.08 0.1243
F 0.24 1.09 4.27 0.1263
C -0.59 0.04 1.35 -0.2507
C 0.65 -0.47 0.94 0.0644
C 0.72 -1.86 0.78 -0.1282
N 1.83 -2.70 0.81 -0.1440
O 3.03 -2.51 0.84 0.0897
O 1.30 -4.02 0.82 0.0343
N -0.07 -4.02 0.75 0.1360
C -0.41 -2.69 0.77 -0.1518
C -1.70 -2.08 0.92 -0.0727
N -2.93 -2.78 0.64 -0.3182
O -2.93 -3.84 -0.03 0.0633
O -3.98 -2.26 1.07 0.0312
C -1.75 -0.75 1.36 0.0370
H 1.54 0.14 0.80 0.1380
H -2.70 -0.32 1.63 0.1313

***

[5]
35
Properties=species:S:1:pos:R:3:lowdin_charge:R:1 method="wB97M-V/def2-TZVPD" orbital_gap_ev=8.71 charge=-1 largest_force_ev_per_a=4.7
C -2.78 -2.95 2.86 -0.0698
C -2.13 -2.18 2.15 -0.1719
Ga -1.19 -0.61 1.20 0.4605
C -1.78 1.19 2.04 -0.2390
C -0.93 2.42 1.51 -0.2514
C -0.41 3.25 2.76 -0.1907
F -1.53 3.51 3.63 -0.1186
C -1.72 -0.74 -0.81 -0.4196
F -2.74 -1.68 -1.05 -0.0224
F -2.19 0.53 -1.24 -0.0395
C -0.39 -1.09 -1.60 -0.1529
C -0.07 -2.51 -1.88 -0.0021
C 1.22 -2.77 -2.59 -0.0459
C 2.11 -1.62 -2.95 -0.0181
C 1.76 -0.20 -2.68 -0.0796
C 2.65 1.01 -3.07 -0.4445
F 3.80 1.06 -2.28 0.0848
F 1.99 2.22 -2.85 0.0767
F 2.99 0.91 -4.42 0.0807
C 0.47 0.05 -1.98 0.0412
S 1.10 -0.77 1.59 0.6334
O 1.24 -1.24 2.98 -0.3987
O 1.81 -1.73 0.73 -0.3900
F 1.92 0.71 1.41 -0.3120
H -3.52 -3.35 3.59 0.0173
H -1.56 1.06 3.15 0.0620
H -2.88 1.28 1.82 0.0590
H -1.64 3.13 0.97 0.1084
H -0.12 2.16 0.78 0.0787
H 0.07 4.22 2.45 0.1093
H 0.34 2.66 3.38 0.1192
H -0.73 -3.37 -1.58 0.1193
H 1.53 -3.82 -2.80 0.0914
H 3.08 -1.85 -3.45 0.1042
H 0.14 1.10 -1.70 0.1207

***

[6]
30
Properties=species:S:1:pos:R:3:lowdin_charge:R:1 method="wB97M-V/def2-TZVPD" orbital_gap_ev=7.89 relative_energy_kcal_mol=0.0 charge=0 smiles="Cc1cnc(=O)[nH]c1SCC(=O)c1ccc(F)cc1" largest_force_ev_per_a=1.1
C -4.05 -2.21 -0.32 -0.0799
C -3.72 -0.77 -0.16 -0.2794
C -4.71 0.21 0.07 -0.0872
N -4.50 1.48 0.23 0.1425
C -3.25 1.99 0.17 -0.5352
O -2.95 3.14 0.31 0.0690
N -2.21 1.04 -0.09 0.1395
C -2.43 -0.27 -0.23 -0.4922
S -1.05 -1.35 -0.50 1.0271
C 0.24 -0.61 0.59 -0.3547
C 1.06 0.44 -0.14 -0.3973
O 0.51 1.33 -0.76 0.0730
C 2.53 0.35 -0.06 -0.1548
C 3.27 0.99 -1.06 0.0064
C 4.65 0.97 -1.05 0.0149
C 5.29 0.30 -0.02 -0.2637
F 6.63 0.27 0.01 0.0781
C 4.59 -0.33 1.00 0.0068
C 3.21 -0.30 0.97 -0.0166
H -4.95 -2.46 0.23 0.0786
H -3.23 -2.84 0.04 0.0498
H -4.21 -2.45 -1.37 0.0854
H -5.75 -0.11 0.13 0.1211
H -1.28 1.43 -0.26 0.1102
H 0.84 -1.46 0.90 0.0667
H -0.26 -0.17 1.44 0.1070
H 2.73 1.51 -1.84 0.1254
H 5.23 1.45 -1.82 0.1234
H 5.13 -0.82 1.80 0.1220
H 2.66 -0.77 1.78 0.1139